This record from OMol25 describes a 2-piece molecular cluster, C4H12NO overall. The level of theory is the ωB97M-V functional and the def2-TZVPD basis.

LUMO: -5.0 eV
calculated total energy: -289.2931 a.u.
multiplicity: 1
total charge: +1
Kohn-Sham gap: 0.3636 Eh
energy above the lowest of the compared OMol25 structures with the same formula, charge and spin: 51.31 kcal/mol

Geometry (Å):
C -1.483 -1.483 -0.457
C -1.234 -0.044 0.124
C 0.086 0.553 -0.389
C 0.871 2.820 0.148
N 0.005 1.928 0.021
H -0.659 -2.100 -0.199
H -1.640 -1.416 -1.589
H -2.308 -1.964 0.072
H -1.433 -0.221 1.292
H -2.139 0.509 -0.206
H 0.270 0.379 -1.502
H 0.946 0.070 0.046
H 1.995 2.789 -0.211
H 0.570 3.706 0.744
H -0.874 2.037 0.542
H 2.230 -3.083 0.022
H 2.719 -2.244 1.139
O 2.078 -2.235 0.403

---

This record from OMol25 describes C4H7O2Pr as an isolated structure. The level of theory is the ωB97M-V functional and the def2-TZVPD basis.

LUMO (spin up / spin down): -10.5 / -9.5 eV
calculated total energy: -823.3467 a.u.
multiplicity: 3
total charge: +2
Kohn-Sham gap (spin up / spin down): 0.2588 / 0.2949 Eh
energy above the lowest of the compared OMol25 structures with the same formula, charge and spin: 0.00 kcal/mol

Geometry (Å):
H 1.709 2.644 -0.439
O -0.387 1.753 0.501
C -0.980 0.766 0.875
C -0.853 -0.587 0.234
C -0.205 -1.619 1.164
C 1.127 -2.049 0.666
O 1.988 -1.282 0.262
Pr 2.714 0.907 -0.571
H -1.684 0.833 1.735
H -0.313 -0.486 -0.716
H -1.885 -0.901 -0.001
H -0.811 -2.545 1.163
H -0.122 -1.269 2.200
H 1.253 -3.122 0.430

---

This record from OMol25 describes C35H25CoF4N6O2 as an isolated structure. The level of theory is the ωB97M-V functional and the def2-TZVPD basis.

LUMO (spin up / spin down): -5.8 / -5.8 eV
calculated total energy: -3609.5741 a.u.
multiplicity: 2
total charge: +1
Kohn-Sham gap (spin up / spin down): 0.1755 / 0.1722 Eh
energy above the lowest of the compared OMol25 structures with the same formula, charge and spin: 6.38 kcal/mol

Geometry (Å):
Co -0.217 0.320 1.356
C -1.148 -2.114 2.965
N -0.499 -0.828 3.228
C 0.736 -1.043 3.987
C -1.392 0.083 3.967
C -0.988 1.515 3.715
C -1.232 2.528 4.634
C -0.854 3.833 4.354
C -0.235 4.132 3.150
C 0.009 3.124 2.221
C -0.373 1.821 2.500
H -1.423 -2.620 3.898
H -0.463 -2.756 2.409
H -2.048 -1.963 2.371
H 0.528 -1.615 4.899
H 1.169 -0.083 4.264
H 1.456 -1.593 3.381
H -1.379 -0.146 5.039
H -2.413 -0.076 3.608
H -1.716 2.293 5.577
H -1.037 4.614 5.080
H 0.069 5.147 2.928
H 0.502 3.371 1.288
F 4.380 -0.258 2.160
C 5.275 -0.195 1.188
C 6.580 -0.076 1.512
F 6.910 -0.043 2.783
C 7.600 0.023 0.505
C 7.155 -0.165 -0.848
C 5.847 -0.302 -1.163
F 5.499 -0.436 -2.428
C 4.828 -0.264 -0.168
C 3.473 -0.248 -0.485
C 2.452 0.016 0.436
N 1.537 0.249 1.100
C 2.960 -0.485 -1.794
N 2.429 -0.712 -2.789
F 8.040 -0.182 -1.819
C 8.909 0.338 0.812
C 9.916 0.510 -0.176
N 10.765 0.698 -0.927
C 9.343 0.619 2.137
N 9.739 0.897 3.180
C -2.559 1.655 -4.076
O -2.647 0.332 -3.566
C -3.274 -0.600 -4.305
C -3.964 -0.325 -5.480
C -4.533 -1.351 -6.217
C -4.406 -2.669 -5.809
C -3.724 -2.956 -4.641
C -3.182 -1.936 -3.870
N -2.439 -2.291 -2.703
C -2.434 -1.739 -1.507
C -3.400 -0.905 -0.919
C -4.759 -0.871 -1.326
C -5.658 -0.047 -0.717
C -5.235 0.790 0.335
C -3.942 0.760 0.784
C -2.983 -0.075 0.168
O -1.748 -0.040 0.534
H -1.964 2.207 -3.354
H -3.545 2.117 -4.155
H -2.062 1.674 -5.048
H -4.042 0.693 -5.832
H -5.062 -1.117 -7.131
H -4.829 -3.470 -6.398
H -3.622 -3.981 -4.307
H -1.768 -3.029 -2.861
H -1.578 -2.000 -0.894
H -5.083 -1.551 -2.102
H -6.691 -0.048 -1.035
H -5.952 1.458 0.795
H -3.604 1.386 1.601

---

This record from OMol25 describes an isolated ion of composition C8H11N3O and charge +2. The level of theory is the ωB97M-V functional and the def2-TZVPD basis.

LUMO (spin up / spin down): -9.3 / -9.3 eV
SMILES: [NH2+]=C=NO[C@@H]1C=CC=C/C1=C/[NH3+]
calculated total energy: -550.1041 a.u.
multiplicity: 1
total charge: +2
Kohn-Sham gap (spin up / spin down): 0.2690 / 0.2691 Eh
energy above the lowest of the compared OMol25 structures with the same formula, charge and spin: 88.49 kcal/mol

Geometry (Å):
C 1.148 -2.648 1.102
C 0.410 -2.654 -0.173
C 1.286 -1.547 1.811
C -0.240 -1.526 -0.593
C 0.533 -0.246 1.386
C -0.273 -0.400 0.199
C 0.975 1.523 -0.988
C -0.924 0.723 -0.262
N 1.669 1.454 0.025
N 0.835 1.604 -2.291
N -1.548 1.721 0.695
O 1.606 0.843 1.161
H 1.624 -3.498 1.461
H 0.442 -3.516 -0.760
H 1.920 -1.572 2.728
H -0.780 -1.538 -1.438
H 0.051 0.240 2.289
H -1.508 0.431 -1.156
H 0.074 2.093 -2.773
H 1.329 0.987 -2.929
H -0.910 1.793 1.512
H -2.518 1.292 0.892
H -1.759 2.696 0.349